{
  "formula": "C15H31F2NO11S",
  "method": "the ωB97M-V functional and the def2-TZVPD basis",
  "symbols": ["C", "C", "C", "N", "C", "C", "C", "F", "S", "O", "O", "F", "H", "H", "H", "H", "H", "H", "H", "H", "H", "H", "H", "H", "H", "C", "O", "C", "O", "O", "C", "H", "H", "H", "H", "H", "H", "C", "O", "C", "O", "O", "C", "H", "H", "H", "H", "H", "H", "C", "O", "C", "O", "O", "C", "H", "H", "H", "H", "H", "H"],
  "positions_angstrom": [[0.944635, 1.285469, -2.915483], [0.054645, 0.370156, -3.777130], [0.682687, -0.999520, -4.086325], [0.164495, -2.154965, -3.312932], [0.449256, -1.960594, -1.876527], [0.315073, -3.179708, -0.979401], [0.756277, -4.497246, -1.568898], [-0.981716, -3.304526, -0.478868], [-1.446644, -2.475653, -3.576619], [-2.286514, -1.821228, -2.631924], [-1.639146, -3.855321, -3.848620], [-1.635696, -1.734356, -4.941346], [1.307105, 0.750775, -2.038891], [0.319892, 2.104134, -2.555430], [1.751135, 1.713421, -3.506398], [-0.144349, 0.898119, -4.710715], [-0.913528, 0.283553, -3.284457], [1.755086, -0.926653, -3.904363], [0.584785, -1.209814, -5.147458], [1.490907, -1.648225, -1.816294], [-0.147806, -1.154074, -1.441815], [0.949113, -2.974876, -0.111162], [0.550691, -5.272668, -0.829208], [1.828048, -4.516804, -1.759011], [0.217250, -4.767153, -2.473049], [5.376962, 1.207595, -0.112418], [4.143741, 0.511152, 0.085021], [3.343150, 1.067520, 0.995411], [3.576077, 2.063742, 1.625089], [2.238588, 0.327090, 1.080268], [1.274434, 0.806596, 2.023014], [5.922692, 0.651967, -0.869289], [5.193320, 2.220594, -0.465034], [5.955200, 1.232457, 0.808971], [0.929828, 1.802462, 1.750482], [1.683787, 0.813911, 3.030818], [0.438918, 0.114083, 1.982421], [-0.168019, 6.108010, 0.164388], [-0.707376, 4.953166, -0.483456], [-1.845538, 4.508607, 0.050817], [-2.417263, 4.989274, 0.992605], [-2.234685, 3.437506, -0.638620], [-3.450661, 2.843727, -0.172862], [0.745499, 6.356512, -0.367622], [-0.863960, 6.942352, 0.103496], [0.064201, 5.891217, 1.205207], [-4.275345, 3.549448, -0.248523], [-3.342263, 2.502526, 0.854719], [-3.640249, 1.992120, -0.819688], [-2.692364, -1.504009, 6.665882], [-2.987091, -1.886434, 5.321232], [-1.911956, -2.153221, 4.579591], [-0.768561, -2.091890, 4.951916], [-2.319991, -2.491421, 3.359935], [-1.260550, -2.813339, 2.451830], [-3.648682, -1.319478, 7.146283], [-2.170957, -2.304190, 7.187639], [-2.093983, -0.595089, 6.684868], [-0.693586, -3.667891, 2.818554], [-0.602001, -1.955715, 2.321005], [-1.716994, -3.063201, 1.508373]],
  "atomic_forces_ev_per_a": [[-0.813, -0.133, -0.102], [0.278, 0.473, 0.207], [-0.002, 0.454, -0.485], [-0.200, 0.582, 0.001], [-0.080, -0.163, 0.336], [0.659, -0.112, 0.095], [-0.242, -0.425, 0.173], [-0.074, -0.014, -0.400], [-0.273, -0.484, 0.408], [0.158, 0.140, -0.241], [0.143, 0.180, -0.048], [-0.028, -0.031, -0.084], [0.297, 0.090, -0.011], [0.165, 0.145, 0.047], [0.246, -0.121, 0.151], [-0.048, -0.132, -0.094], [-0.042, -0.270, -0.020], [0.027, -0.312, 0.208], [-0.048, -0.229, 0.043], [0.063, -0.056, -0.137], [-0.068, 0.020, -0.064], [-0.101, 0.106, 0.089], [0.040, -0.003, 0.014], [0.034, 0.189, -0.095], [0.010, 0.151, -0.090], [0.174, 0.010, -0.096], [-0.010, -0.032, -0.031], [-0.023, -0.031, -0.043], [0.009, 0.033, 0.022], [-0.064, -0.074, -0.041], [-0.225, 0.000, 0.108], [-0.080, -0.067, -0.002], [-0.017, 0.027, 0.080], [-0.046, 0.066, 0.029], [0.093, 0.041, 0.014], [0.072, 0.061, -0.029], [0.051, -0.054, -0.075], [0.146, 0.137, 0.011], [0.012, -0.022, -0.022], [0.055, -0.024, -0.050], [-0.027, 0.017, 0.037], [0.020, -0.058, -0.046], [-0.129, -0.151, -0.039], [-0.019, -0.085, -0.060], [-0.047, -0.031, 0.066], [-0.079, 0.011, 0.021], [0.026, 0.041, 0.082], [-0.016, 0.087, 0.034], [0.090, 0.023, -0.049], [-0.069, 0.052, 0.169], [-0.023, -0.009, -0.006], [-0.064, 0.021, -0.028], [0.042, 0.016, 0.011], [0.007, -0.001, 0.000], [0.042, -0.054, 0.054], [-0.045, -0.025, -0.092], [0.076, 0.025, -0.034], [0.072, -0.046, -0.012], [0.069, 0.077, 0.059], [0.059, -0.044, 0.069], [-0.233, 0.017, -0.013]],
  "nbo_charge": [-0.613, -0.440, -0.222, -0.673, -0.273, 0.198, -0.654, -0.373, 2.523, -0.903, -0.893, -0.479, 0.201, 0.224, 0.205, 0.216, 0.221, 0.208, 0.223, 0.228, 0.222, 0.171, 0.225, 0.219, 0.239, -0.256, -0.498, 0.979, -0.636, -0.502, -0.254, 0.195, 0.194, 0.195, 0.194, 0.200, 0.192, -0.256, -0.496, 0.977, -0.639, -0.497, -0.257, 0.196, 0.193, 0.194, 0.194, 0.193, 0.200, -0.255, -0.493, 0.978, -0.649, -0.491, -0.260, 0.196, 0.193, 0.192, 0.189, 0.176, 0.222],
  "relative_energy_kcal_mol": 0.00,
  "e_lumo_ev": 0.45,
  "homo_energy_ev": -10.30,
  "smiles": "CCCN(C[C@H](C)F)S(=O)(=O)F.COC(=O)OC.COC(=O)OC.COC(=O)OC",
  "homo_lumo_gap_ev": 10.755
}

{
  "formula": "C15H31FN2P",
  "method": "the ωB97M-V functional and the def2-TZVPD basis",
  "symbols": ["C", "C", "C", "C", "C", "C", "C", "C", "C", "P", "F", "H", "H", "H", "H", "H", "H", "H", "H", "H", "H", "H", "H", "H", "H", "H", "H", "H", "H", "H", "H", "C", "C", "N", "C", "C", "N", "C", "C", "H", "H", "H", "H", "H", "H", "H", "H", "H", "H", "H"],
  "positions_angstrom": [[-3.848149, -5.205521, -1.181145], [-3.029435, -4.265598, -0.300882], [-1.538089, -4.222243, -0.640282], [-1.190546, -3.961642, -2.111923], [-1.964700, -2.819952, -2.797314], [-1.117484, -1.558738, -3.052828], [-1.895776, -0.245905, -2.993030], [-2.652419, 0.003052, -1.688860], [-1.838526, -0.239957, -0.404966], [-0.281370, 0.713802, -0.378236], [-0.050636, 0.752237, 1.247245], [-4.913213, -5.005926, -1.052489], [-3.681427, -6.249182, -0.915239], [-3.623732, -5.075334, -2.239071], [-3.134383, -4.557790, 0.745493], [-3.446595, -3.254788, -0.364680], [-1.043180, -3.484861, -0.000251], [-1.099335, -5.185666, -0.360500], [-0.126447, -3.708604, -2.149873], [-1.284296, -4.882935, -2.686537], [-2.856907, -2.551170, -2.232914], [-2.329288, -3.178929, -3.762242], [-0.265359, -1.540955, -2.365088], [-0.681115, -1.628213, -4.052044], [-1.205567, 0.585904, -3.167238], [-2.616267, -0.218577, -3.813290], [-3.058918, 1.014925, -1.674229], [-3.513124, -0.669461, -1.643489], [-2.404874, 0.147380, 0.446746], [-1.703571, -1.308260, -0.229121], [0.635454, -0.347015, -0.589217], [0.970266, 2.471893, 3.664494], [2.179045, 3.302506, 4.031245], [2.981090, 3.637162, 2.833167], [2.842377, 3.106090, 1.571657], [3.796458, 3.676145, 0.795361], [4.503420, 4.543886, 1.594461], [3.993243, 4.497457, 2.820386], [5.633038, 5.377551, 1.175994], [1.255404, 1.519762, 3.222082], [0.388328, 2.253357, 4.556816], [0.325504, 2.997974, 2.960944], [2.825529, 2.766792, 4.725544], [1.884622, 4.242224, 4.496099], [2.073483, 2.389857, 1.343694], [4.040826, 3.557735, -0.244833], [4.335112, 5.073122, 3.663609], [6.512300, 5.124906, 1.762577], [5.384986, 6.427632, 1.306497], [5.834245, 5.183874, 0.127699]],
  "atomic_forces_ev_per_a": [[-0.159, 0.095, 0.157], [0.065, 0.168, -0.094], [-0.033, -0.268, 0.061], [0.153, 0.226, 0.024], [0.141, 0.030, -0.244], [-0.091, -0.141, -0.089], [0.021, 0.092, 0.079], [-0.138, -0.322, 0.203], [-0.266, 0.031, -0.194], [0.115, -0.048, 0.200], [0.105, 0.114, 0.014], [-0.002, -0.068, 0.005], [0.105, -0.040, -0.075], [0.031, -0.010, -0.033], [-0.036, 0.000, 0.032], [-0.008, -0.033, -0.009], [-0.050, 0.071, -0.006], [0.061, 0.036, -0.008], [0.028, -0.134, -0.063], [-0.152, -0.030, 0.039], [0.020, -0.101, 0.085], [-0.096, 0.055, 0.019], [-0.091, 0.056, 0.100], [0.138, -0.032, 0.055], [0.039, 0.009, -0.061], [-0.004, 0.036, -0.036], [0.057, 0.066, -0.083], [-0.048, 0.118, 0.008], [0.002, 0.011, 0.020], [0.194, 0.059, -0.019], [-0.033, -0.018, -0.115], [-0.053, -0.029, -0.047], [-0.097, -0.063, 0.084], [0.101, 0.025, 0.027], [-0.078, 0.002, 0.039], [0.083, 0.085, -0.004], [0.046, -0.020, 0.015], [-0.067, 0.021, -0.040], [0.002, 0.019, 0.035], [-0.016, -0.035, 0.026], [0.035, 0.060, 0.057], [-0.027, -0.011, 0.017], [0.034, -0.002, -0.038], [0.017, 0.022, -0.033], [0.023, -0.014, -0.082], [-0.073, -0.068, -0.011], [0.015, -0.006, 0.009], [0.007, -0.003, -0.006], [-0.005, 0.002, -0.009], [-0.014, -0.014, -0.011]],
  "nbo_charge": [-0.614, -0.398, -0.393, -0.402, -0.423, -0.399, -0.407, -0.401, -0.761, 0.925, -0.604, 0.214, 0.209, 0.203, 0.209, 0.184, 0.189, 0.208, 0.202, 0.210, 0.198, 0.215, 0.183, 0.216, 0.200, 0.217, 0.214, 0.213, 0.250, 0.238, -0.087, -0.632, -0.210, -0.272, -0.048, -0.037, -0.278, 0.247, -0.411, 0.232, 0.251, 0.228, 0.225, 0.224, 0.270, 0.253, 0.244, 0.235, 0.235, 0.239],
  "e_lumo_ev": -2.74,
  "homo_energy_ev": -11.71,
  "homo_lumo_gap_ev": 8.966,
  "total_charge": 1
}